Here is a structure of composition C11H27ClNO6P2 from OMol25. Energies are from the ωB97M-V functional and the def2-TZVPD basis.

```
48
Properties=species:S:1:pos:R:3:forces:R:3
C -5.202063 -3.312417 -2.779409 0.3830 0.0119 -0.2691
O -4.170839 -2.412578 -3.169146 -0.0828 0.0343 0.3137
C -3.097176 -3.049437 -3.775619 -0.4802 0.3749 -0.8025
O -1.882756 -2.401827 -3.410502 -0.6775 -0.3658 0.0115
P -1.510054 -2.380754 -1.887168 -0.1111 0.4164 -1.2775
O -0.086004 -2.297153 -1.703617 1.7323 0.1936 0.6075
O -2.217026 -3.606862 -1.225428 0.1148 -0.3522 0.3824
C -1.365239 -4.529521 -0.505812 -0.7220 -0.4216 0.3754
O -2.278414 -1.095153 -1.327624 -1.1178 -0.0525 0.7590
P -2.300961 -0.927962 0.313685 1.4534 0.2414 0.7269
O -2.951921 0.535395 0.475234 -0.8236 -0.5185 -0.1858
Cl -3.817080 -2.112926 1.086699 -0.2162 0.1704 -0.4699
H -5.971753 -2.747145 -2.292136 -0.2387 0.3457 0.3204
H -4.793613 -4.061827 -2.115034 0.0186 -0.2680 0.3393
H -5.646545 -3.803470 -3.635308 -0.1020 -0.1587 -0.3599
H -3.179296 -2.944632 -4.848723 0.2188 0.1129 -0.3750
H -3.077957 -4.106557 -3.543007 0.2020 -0.2994 0.3675
H -0.997955 -5.293439 -1.164073 0.3443 -0.1365 -0.4641
H -0.570726 -4.036043 0.022314 0.3780 0.3393 -0.0703
H -1.997234 -5.012701 0.219037 -0.3604 -0.1004 0.2644
H -3.922794 0.436924 0.498815 0.1789 0.5520 -0.0921
C 2.264219 4.928381 1.535185 -0.0508 -0.0934 0.1140
C 3.275014 3.895362 2.044055 -0.1385 0.2712 -0.2357
C 3.420360 2.658045 1.160911 0.0746 0.1751 0.1838
N 2.580745 1.467062 1.551955 -0.0771 -0.4870 -0.0818
C 3.179752 0.785638 2.731002 0.0011 0.1397 -0.0029
C 1.130484 1.796102 1.799199 -0.0910 0.1383 -0.0633
C 0.561519 1.968227 0.409515 -0.0384 0.1512 -0.1129
C 1.222434 0.840165 -0.380101 -0.0521 -0.1549 -0.2573
C 2.519048 0.505919 0.367816 -0.1828 0.0323 -0.0135
H 1.229532 4.610222 1.661728 -0.0050 0.0081 -0.0381
H 2.379192 5.862538 2.081612 0.0055 0.0133 0.0030
H 2.423264 5.141479 0.477756 0.0293 0.0143 -0.0115
H 3.056152 3.627986 3.079575 0.0640 -0.0522 0.0169
H 4.249820 4.383374 2.057557 0.0713 -0.0997 0.0663
H 4.445716 2.293552 1.194165 0.0033 -0.0747 -0.0714
H 3.191671 2.892254 0.123026 -0.0861 0.0232 -0.0054
H 3.208073 1.479087 3.566468 0.0492 -0.0151 0.0406
H 4.183552 0.461073 2.471485 0.0389 -0.0013 0.0412
H 2.565985 -0.073588 2.983063 -0.0133 -0.0192 0.0293
H 0.691549 0.928626 2.291338 0.0343 -0.0495 -0.0022
H 1.043125 2.652988 2.459840 0.0865 0.0045 0.0254
H 0.836842 2.935568 -0.011290 -0.0406 0.0681 0.1085
H -0.524316 1.904574 0.393324 -0.0168 -0.0041 0.1011
H 1.407246 1.131706 -1.410983 0.0499 -0.0435 -0.0190
H 0.585186 -0.042526 -0.408895 0.0463 -0.0468 -0.0428
H 3.417554 0.630637 -0.229048 0.0926 -0.0048 0.0810
H 2.493687 -0.504364 0.766564 0.0537 -0.0126 0.0447
```
Forces are in eV/Å.

The HOMO-LUMO gap comes out at 9.99 eV. The net charge is +1. The spin multiplicity is 1. As for the LUMO energy: -2.161 eV.

Results of the Löwdin charge analysis, in e, for atoms 1 through 2: -0.069 -0.146

Here is a structure of composition C6H9NO7Pd from OMol25. Energies are from the ωB97M-V functional and the def2-TZVPD basis.

```
24
Properties=species:S:1:pos:R:3:forces:R:3
Pd 1.689339 1.032244 -0.015587 0.3241 0.1996 0.2023
O -0.228977 2.407719 -0.450077 0.3953 -0.2344 0.1902
C -1.406066 1.622605 -0.279728 0.0455 0.2453 -0.0540
C -1.150147 0.365056 0.532367 -0.1410 -0.2005 -0.0348
N 0.065187 -0.376777 0.153343 -0.0074 -0.1010 0.1282
C -0.079549 -1.087151 -1.138101 -0.0462 0.0498 0.1278
C -0.317766 -0.261118 -2.433998 -0.0714 -0.1724 -0.0375
O -0.961561 -0.869476 -3.307021 -0.0279 -0.1249 -0.0531
O 0.169250 0.893326 -2.528317 0.0888 0.1283 0.0047
C 0.301182 -1.425188 1.190018 0.0609 -0.0780 -0.3018
C 0.298398 -1.039530 2.700169 -0.1213 -0.0856 0.1665
O 0.059782 -2.025965 3.435925 0.0925 -0.1079 -0.0382
O 0.513096 0.138617 3.035213 0.0248 0.1146 -0.1573
H 0.189930 1.990656 -1.254043 -0.3953 0.1338 -0.4766
H -2.121069 2.237707 0.277937 -0.0216 -0.0506 -0.0652
H -1.817791 1.413520 -1.274825 -0.0414 -0.0611 0.2442
H -0.997209 0.621348 1.579147 -0.0973 0.1304 -0.0350
H -2.032563 -0.295666 0.442832 0.0811 0.0169 0.0557
H 0.851175 -1.646211 -1.280534 -0.0860 0.0386 -0.0884
H -0.896679 -1.820600 -1.050962 0.0654 0.1311 -0.0805
H -0.459094 -2.211605 1.068706 0.0315 0.1041 0.0320
H 1.268256 -1.875100 0.947431 -0.0289 0.0095 0.1500
O 3.501467 1.785223 -0.267446 -0.1429 0.0122 0.0834
O 3.561417 0.426370 -0.082454 0.0186 -0.0976 0.0373
```
Forces are in eV/Å.

The HOMO-LUMO gap comes out at 7.06 eV. The net charge is -2. The spin multiplicity is 1. As for the LUMO energy: 5.988 eV.

Results of the Löwdin charge analysis, in e, for atoms 1 through 2: 0.856 -0.155

Here is a cluster of 5 separate species, CH14N3O4 in total from OMol25. Energies are from the ωB97M-V functional and the def2-TZVPD basis.

```
22
Properties=species:S:1:pos:R:3:forces:R:3
N 0.712195 0.043500 0.132650 1.3299 -0.0237 0.1816
C -0.458876 -0.538897 0.356961 -0.5374 -1.0160 0.7485
N -1.636060 -0.198888 -0.146974 -0.3097 1.5112 -1.1171
N -0.469397 -1.647575 1.110109 -0.0574 -0.2178 0.0829
H 1.504761 -0.434999 0.575450 -0.3488 -0.0258 -0.1925
H 0.974999 1.024309 0.143171 -1.3043 0.3292 -0.2408
H -2.550002 -0.357325 0.239182 0.3872 -0.7494 0.6880
H -1.733223 0.433615 -0.929413 0.6689 0.5226 0.1631
H -1.222545 -2.285406 0.928532 -0.2562 -0.2053 -0.1257
H 0.364727 -2.084431 1.466509 0.1800 0.4340 0.0956
H 3.491804 -1.463099 0.679024 -0.0282 -0.0224 0.0314
H 3.768195 -0.701158 1.954944 -0.0529 0.1509 0.2575
O 3.051674 -0.937236 1.359423 0.2464 -0.3316 -0.3083
H -2.093664 -3.694768 -1.465633 0.4636 -0.1969 0.3574
H -2.935148 -2.515549 -1.412436 -0.1721 0.5166 0.1948
O -2.153226 -2.864126 -0.973786 -0.3498 -0.5446 -0.5812
H -0.401016 2.408191 -1.296661 0.0912 0.6698 -0.0314
H -1.608390 3.345327 -1.659259 0.2832 0.1003 -0.0931
O -1.355746 2.503416 -1.275768 -0.4532 -0.7236 0.0909
H 1.429488 3.927140 0.614959 0.5950 0.1766 -0.1580
H 2.025263 2.893381 -0.483696 0.5522 0.8647 0.2398
O 1.294187 3.144578 0.082712 -0.9276 -1.2188 -0.2834
```
Forces are in eV/Å.

The HOMO-LUMO gap comes out at 11.68 eV. The net charge is +1. The spin multiplicity is 1. The value obtained for the energy above the lowest of the compared OMol25 structures with the same formula, charge and spin is 21.2 kcal/mol. As for the LUMO energy: -2.595 eV.

Results of the Löwdin charge analysis, in e, for atoms 1 through 2: 0.211 -0.464

Here is an isolated molecule of C6H12 from OMol25. Energies are from the ωB97M-V functional and the def2-TZVPD basis.

```
18
Properties=species:S:1:pos:R:3:forces:R:3
C -1.640564 0.743374 0.079489 -0.0555 0.0109 -0.0661
C -0.670367 -0.127933 0.881710 -0.0831 -0.0899 0.0732
C -0.980487 -1.582340 0.974917 -0.0800 0.3215 -0.0717
C 0.802784 -1.161799 -0.888359 -0.0370 -0.0341 -0.0134
C 0.785465 -0.181037 0.291577 0.1361 -0.0535 -0.0036
C 1.340231 1.199156 -0.068298 -0.0425 0.0302 -0.0004
H -1.397283 1.808366 0.153343 -0.0099 -0.1167 0.0071
H -1.644778 0.467185 -0.981233 0.0186 0.0175 0.1345
H -2.660837 0.612790 0.455853 0.1273 0.0283 -0.0426
H -0.571293 0.266508 1.902161 0.0567 -0.0057 -0.0837
H 0.432937 -2.140716 -0.543417 0.1036 0.0787 -0.1524
H -1.676945 -1.816791 0.136125 0.0969 0.0344 0.1361
H 0.160095 -0.821273 -1.708338 0.1197 -0.0450 0.1053
H 1.808444 -1.326468 -1.282531 -0.0396 0.1246 0.0325
H 1.419134 -0.601491 1.080997 -0.1358 0.0083 -0.1021
H 0.780693 1.681711 -0.878089 0.0359 -0.1352 0.1186
H 1.331392 1.874423 0.795986 -0.0376 -0.1307 -0.1215
H 2.381373 1.106332 -0.401899 -0.1737 -0.0439 0.0500
```
Forces are in eV/Å.

The HOMO-LUMO gap comes out at 8.51 eV. The net charge is 0. The spin multiplicity is 1. The value obtained for the energy above the lowest of the compared OMol25 structures with the same formula, charge and spin is 98.1 kcal/mol. As for the LUMO energy: -0.072 eV.

Results of the Löwdin charge analysis, in e, for atoms 1 through 2: -0.089 -0.476

Here is a cluster of 2 separate species, C2H3N3O in total from OMol25. Energies are from the ωB97M-V functional and the def2-TZVPD basis.

```
9
Properties=species:S:1:pos:R:3:forces:R:3
C 0.788596 0.738481 0.176790 0.7519 -1.6489 -1.2988
C -0.618521 -0.928675 -0.188136 2.1357 1.5825 -3.7932
N -0.390831 0.413740 0.089222 -1.8860 2.6609 1.0908
N 1.659904 -0.360918 -0.173969 1.5760 1.3149 0.1029
N 0.914789 -1.329946 -0.471790 -1.0494 -1.5465 0.9097
O 1.293115 -2.467622 -0.750902 -0.5490 1.0193 -0.0779
H 1.782832 2.881594 -0.140896 -0.4474 -0.9404 0.2140
H -0.978333 -1.405420 0.636473 -0.9403 -1.8981 1.9765
H -1.198986 -0.994699 -1.138677 0.4086 -0.5438 0.8761
```
Forces are in eV/Å.

The HOMO-LUMO gap (alpha / beta) comes out at 8.50 / 9.31 eV. The net charge is 0. The spin multiplicity is 1. The value obtained for the energy above the lowest of the compared OMol25 structures with the same formula, charge and spin is 195.4 kcal/mol. As for the LUMO energy (alpha / beta): -1.759 / -0.680 eV.

Results of the Löwdin charge analysis, in e, for atoms 1 through 2: -0.156 -0.055

Here is a cluster of 2 separate species, C5H3NO2 in total from OMol25. Energies are from the ωB97M-V functional and the def2-TZVPD basis.

```
11
Properties=species:S:1:pos:R:3:forces:R:3
C 0.580306 0.771053 -1.207565 2.3378 4.7282 -1.2211
C 0.519799 -0.157176 0.695207 -2.8405 -0.7538 -2.7126
C -0.064741 -0.911679 1.618846 0.6238 0.2239 0.4005
C -1.592597 -0.602111 0.079952 1.8439 -0.5609 -1.8188
C -0.419429 -0.024538 -0.460426 -3.4578 -2.2488 3.4567
H 2.095879 1.650671 0.790598 -1.8276 -3.5664 -3.2070
H 0.104997 -1.142485 2.620585 0.7239 -0.4254 1.2361
H -2.572079 -0.788218 -0.292376 -0.4781 0.0956 -0.3245
N 1.477677 0.476106 -0.053770 5.0034 4.6859 2.0473
O 0.830686 1.586688 -2.139787 -1.7675 -4.2706 3.7536
O -1.344756 -1.274938 1.252474 -0.1614 2.0923 -1.6102
```
Forces are in eV/Å.

The HOMO-LUMO gap comes out at 8.06 eV. The net charge is 0. The spin multiplicity is 1. The value obtained for the energy above the lowest of the compared OMol25 structures with the same formula, charge and spin is 121.6 kcal/mol. As for the LUMO energy: -0.950 eV.

Results of the Löwdin charge analysis, in e, for atoms 1 through 2: -0.301 -0.284

Here is a structure of composition C20H31GeN3Pd from OMol25. Energies are from the ωB97M-V functional and the def2-TZVPD basis.

```
56
Properties=species:S:1:pos:R:3:forces:R:3
Pd -0.534048 0.705114 -0.313989 -0.2111 0.0582 0.3051
C -2.306009 0.174287 -3.092686 -0.0546 -0.0004 0.0197
N -2.204817 -0.454798 -1.781965 0.2534 0.0038 -0.1927
C -3.520619 -0.564912 -1.150076 0.0081 0.0621 0.0587
C -1.498357 -1.711913 -1.768184 -0.1266 -0.0096 -0.0977
C -1.398602 -2.509734 -2.893469 -0.0033 -0.0007 -0.0496
C -0.651497 -3.682852 -2.875769 0.0041 0.0097 0.0064
C 0.012056 -4.035204 -1.715676 -0.0011 0.0265 0.0747
C -0.082471 -3.243016 -0.577142 -0.0035 0.0143 -0.0375
C -0.857317 -2.079022 -0.561671 0.0430 -0.0229 0.2579
N -0.974533 -1.165656 0.487429 0.2466 0.0750 -0.0927
C -0.603917 -1.378011 1.806202 -0.0296 -0.0438 -0.1760
C -0.492426 -2.622159 2.439203 0.0211 0.0055 0.0657
C -0.079764 -2.727391 3.762474 -0.0323 0.0038 -0.0774
C 0.219583 -1.596815 4.499683 -0.0030 0.0455 -0.0166
C 0.019620 -0.346059 3.920822 -0.0574 -0.0473 0.0816
C -0.418086 -0.228843 2.614679 0.0231 0.0035 0.0369
N -0.764456 1.051697 2.037038 0.0073 0.0895 -0.1127
C -2.230061 1.231583 2.069781 0.0167 -0.0157 0.0884
C -0.132797 2.208618 2.664784 0.0226 -0.0446 -0.0204
H -3.004581 -0.347725 -3.758761 -0.0108 0.0011 -0.0227
H -2.666305 1.195218 -2.964136 -0.0121 0.0050 0.0142
H -1.324689 0.208129 -3.562086 0.0145 0.0080 0.0034
H -4.214555 -1.122014 -1.791766 -0.0129 -0.0179 -0.0058
H -3.423937 -1.082217 -0.198398 0.0159 0.0216 0.0021
H -3.930567 0.431534 -0.972622 0.0138 -0.0067 -0.0180
H -1.894686 -2.212019 -3.808456 0.0098 -0.0123 0.0284
H -0.576621 -4.295232 -3.765051 -0.0125 0.0185 0.0187
H 0.628167 -4.925774 -1.691376 -0.0033 0.0210 0.0123
H 0.501493 -3.502010 0.290622 0.0200 -0.0391 0.0549
H -0.747632 -3.517759 1.895715 0.0187 -0.0437 -0.0334
H 0.011003 -3.709404 4.211601 -0.0001 0.0251 -0.0261
H 0.572988 -1.674868 5.519539 -0.0151 0.0084 -0.0235
H 0.191096 0.542518 4.514548 0.0030 -0.0224 -0.0234
H -2.572163 1.388322 3.099904 -0.0084 -0.0246 0.0181
H -2.505151 2.100861 1.472735 -0.0018 0.0432 -0.0159
H -2.717145 0.349469 1.663469 -0.0021 -0.0186 -0.0338
H -0.534338 2.401122 3.666938 -0.0057 0.0090 0.0102
H 0.938833 2.057265 2.733088 0.0696 -0.0210 -0.0023
H -0.321648 3.086323 2.048625 -0.0241 0.0240 -0.0172
C 2.937075 2.529849 0.803200 -0.0421 -0.0051 0.0836
Ge 2.673111 2.143602 -1.095922 0.0474 -0.0078 0.0355
C 4.027047 0.814791 -1.568349 0.0284 -0.0516 -0.0289
C 3.015797 3.810195 -2.067578 0.0287 0.0501 -0.0309
C 0.919182 1.492479 -1.603535 -0.2130 -0.2183 0.0340
H 3.953745 2.905941 0.939039 -0.0397 -0.0075 0.0279
H 2.824950 1.622472 1.400265 -0.0121 0.0354 0.0030
H 2.239393 3.285193 1.167899 0.0284 -0.0225 -0.0077
H 5.010046 1.141805 -1.223573 -0.0132 -0.0391 -0.0306
H 4.070013 0.661778 -2.648301 0.0013 -0.0043 0.0410
H 3.795114 -0.141222 -1.094198 0.0259 0.0223 -0.0218
H 3.945368 4.273565 -1.730819 -0.0287 -0.0026 -0.0329
H 2.197827 4.513521 -1.898455 0.0389 0.0090 -0.0143
H 3.089349 3.621613 -3.140000 -0.0069 0.0256 0.0240
H 0.350437 2.275460 -2.122148 -0.0388 0.0153 -0.0008
H 1.040499 0.652306 -2.293122 0.0150 0.0100 -0.1429
```
Forces are in eV/Å.

The HOMO-LUMO gap (alpha / beta) comes out at 7.51 / 6.03 eV. The net charge is 0. Its expectation value of S² is 2.0071. The spin multiplicity is 3. The value obtained for the energy above the lowest of the compared OMol25 structures with the same formula, charge and spin is 0.0 kcal/mol. As for the LUMO energy (alpha / beta): 0.620 / -0.922 eV.

Results of the Löwdin charge analysis, in e, for atoms 1 through 2: 0.892 -0.104